(1)
{
  "formula": "C17H27N2O5",
  "method": "ωB97M-V/def2-TZVPD",
  "symbols": ["O", "C", "C", "N", "C", "C", "N", "C", "C", "O", "C", "O", "C", "C", "C", "C", "C", "C", "C", "O", "C", "O", "C", "C", "H", "H", "H", "H", "H", "H", "H", "H", "H", "H", "H", "H", "H", "H", "H", "H", "H", "H", "H", "H", "H", "H", "H", "H", "H", "H", "H"],
  "coordinates": [[-2.1565, -0.5099, -2.6883], [-1.3268, 0.6274, -2.7775], [-1.8975, 1.6929, -1.8447], [-1.8762, 1.2751, -0.4315], [-2.7959, 2.0562, 0.4166], [-3.0393, 1.2733, 1.7199], [-1.8687, 0.5208, 2.1175], [-1.9778, -0.8992, 2.2935], [-1.8985, -1.8176, 1.0390], [-2.6406, -1.2244, -0.0129], [-0.4426, -2.1386, 0.6141], [-0.2681, -1.8212, -0.7526], [0.9797, -2.2637, -1.2783], [2.1469, -1.5209, -0.6772], [2.8779, -2.0773, 0.3610], [3.9226, -1.3928, 0.9794], [4.1977, -0.1263, 0.5248], [3.4638, 0.4450, -0.5204], [2.4416, -0.2301, -1.1364], [3.9283, 1.7036, -0.7668], [5.0229, 1.8914, 0.1129], [5.1413, 0.7574, 0.9468], [-0.6434, 1.1371, 1.7069], [-0.5221, 1.2769, 0.1652], [-1.9385, -1.1270, -3.3934], [-1.3234, 1.0369, -3.7943], [-0.2969, 0.3718, -2.5016], [-1.3463, 2.6289, -1.9600], [-2.9387, 1.8536, -2.1323], [-2.2188, 0.2551, -0.3674], [-3.7417, 2.2045, -0.1042], [-2.3505, 3.0342, 0.6122], [-3.3063, 1.9861, 2.5116], [-3.8755, 0.5869, 1.5864], [-1.1976, -1.2242, 2.9870], [-2.9391, -1.0803, 2.7771], [-2.3892, -2.7626, 1.3077], [-2.4091, -1.6585, -0.8502], [0.2766, -1.5779, 1.2253], [-0.2438, -3.2068, 0.7709], [0.9122, -2.0768, -2.3524], [1.0854, -3.3422, -1.1093], [2.6461, -3.0766, 0.6962], [4.4941, -1.8362, 1.7762], [1.9121, 0.2123, -1.9648], [5.9475, 2.0212, -0.4706], [4.8502, 2.7864, 0.7280], [-0.6067, 2.1326, 2.1633], [0.2038, 0.5710, 2.0933], [0.0386, 0.4432, -0.2550], [-0.0132, 2.2091, -0.0901]],
  "smiles": "OCC[NH+]1CCN(C[C@@H](O)COCc2ccc3c(c2)OCO3)CC1",
  "gap_ev": 8.71,
  "charge": 1
}

---

(2)
{
  "formula": "C17H27N2O5",
  "method": "ωB97M-V/def2-TZVPD",
  "symbols": ["O", "C", "C", "N", "C", "C", "N", "C", "C", "O", "C", "O", "C", "C", "C", "C", "C", "C", "C", "O", "C", "O", "C", "C", "H", "H", "H", "H", "H", "H", "H", "H", "H", "H", "H", "H", "H", "H", "H", "H", "H", "H", "H", "H", "H", "H", "H", "H", "H", "H", "H"],
  "coordinates": [[3.7839, -2.1027, 1.0117], [3.4958, -2.4261, -0.3276], [2.0687, -2.0549, -0.7531], [1.9541, -0.6393, -1.0613], [0.7021, -0.3017, -1.7092], [0.7480, 1.1499, -2.1707], [0.9747, 2.0410, -1.0125], [0.8767, 3.4769, -1.3611], [-0.5706, 3.9867, -1.2482], [-1.3615, 3.2611, -2.1637], [-1.0997, 3.8534, 0.2001], [-1.0100, 2.5240, 0.6816], [-2.2130, 1.7495, 0.6380], [-1.8563, 0.3290, 0.9891], [-1.0262, 0.0814, 2.0723], [-0.6225, -1.2094, 2.4088], [-1.0960, -2.2355, 1.6277], [-1.9496, -1.9949, 0.5447], [-2.3337, -0.7224, 0.1978], [-2.2534, -3.1736, -0.0627], [-1.6203, -4.1825, 0.7006], [-0.8421, -3.5710, 1.7116], [2.2427, 1.6637, -0.3535], [2.1517, 0.2116, 0.0970], [3.3375, -2.7254, 1.5960], [3.6554, -3.4946, -0.5090], [4.2063, -1.8608, -0.9343], [1.8261, -2.6072, -1.6626], [1.3603, -2.3553, 0.0384], [0.5745, -0.9404, -2.5848], [-0.1662, -0.4527, -1.0434], [-0.1885, 1.4311, -2.6520], [1.5762, 1.2843, -2.8699], [0.2036, 1.8907, -0.3095], [1.2376, 3.6255, -2.3811], [1.5012, 4.0545, -0.6784], [-0.5614, 5.0554, -1.5034], [-2.1789, 3.7349, -2.3504], [-2.1321, 4.2126, 0.2521], [-0.4873, 4.4734, 0.8618], [-2.6582, 1.7930, -0.3619], [-2.9270, 2.1610, 1.3633], [-0.6809, 0.9118, 2.6676], [0.0259, -1.3975, 3.2473], [-2.9852, -0.5515, -0.6429], [-2.3809, -4.8322, 1.1604], [-0.9709, -4.7843, 0.0490], [2.4090, 2.3103, 0.5086], [3.0606, 1.7843, -1.0663], [3.0822, -0.0761, 0.5866], [1.3286, 0.1052, 0.8278]],
  "smiles": "OCCN1CC[NH+](C[C@@H](O)COCc2ccc3c(c2)OCO3)CC1",
  "gap_ev": 8.67,
  "charge": 1
}

---

Ranking the structures above by energy, (2) is first and the second is 0.276 eV behind.